[1]
This record from the OMol25 dataset describes a molecular structure, C50H50BrClN5OP2Ru in a non-equilibrium geometry. The level of theory is ωB97M-V/def2-TZVPD.

* lowest unoccupied orbital energy (spin up / spin down): 0.470 / 0.470 eV
* ⟨S²⟩: 0.77
* 2S+1: 2
* Kohn-Sham gap (spin up / spin down): 5.33 / 7.61 eV
* highest occupied orbital energy (spin up / spin down): -4.856 / -7.141 eV
* ΔE to the lowest compared entry with this formula, charge and spin: 0.00 kJ/mol
* molecular weight: 1015.36 g mol⁻¹

Atoms and positions in Å:
Ru1 0.433121 0.210145 0.180431
C1 3.224383 6.158871 0.607872
C2 1.916179 6.285527 0.158839
C3 1.000618 5.261965 0.364901
C4 1.376933 4.086914 1.016062
C5 2.694545 3.972529 1.451283
C6 3.613363 4.997055 1.257990
P1 0.234443 2.661582 1.319230
C7 -0.645547 3.270411 2.816333
C8 0.058601 3.899373 3.842834
C9 -0.589572 4.311734 5.000121
C10 -1.953159 4.097609 5.148851
C11 -2.659950 3.456964 4.141004
C12 -2.008053 3.035625 2.987429
C13 -0.997379 2.692510 0.001726
C14 -1.907339 3.718552 -0.277494
C15 -2.692896 3.638617 -1.409992
C16 -2.566750 2.520570 -2.236296
C17 -1.706867 1.483357 -1.913156
C18 -0.888041 1.513219 -0.765998
H1 3.936744 6.957557 0.441482
H2 1.606043 7.185013 -0.359348
H3 -0.008975 5.377394 -0.004847
H4 3.016732 3.056316 1.926690
H5 4.633782 4.875963 1.602900
H6 1.121444 4.086724 3.733351
H7 -0.027549 4.803736 5.784569
H8 -2.462427 4.429238 6.045502
H9 -3.724275 3.286359 4.246584
H10 -2.569200 2.528909 2.211358
H11 -2.006678 4.565779 0.393838
H12 -3.395212 4.427067 -1.651892
H13 -3.175630 2.448412 -3.130962
H14 -1.707099 0.618092 -2.560605
Cl1 -1.166564 -0.067133 2.162804
C19 -0.227517 -0.609613 3.533644
C20 -0.915740 -0.706114 4.739891
C21 -0.227718 -1.104737 5.865014
C22 1.131156 -1.400641 5.784815
C23 1.784133 -1.288822 4.570205
C24 1.112360 -0.891306 3.411983
P2 1.964182 -0.739151 1.782692
C25 2.661485 -2.467602 1.639859
C26 3.530122 -2.766195 0.587379
C27 4.056957 -4.038954 0.414666
C28 3.705739 -5.063272 1.280501
C29 2.820099 -4.798782 2.313114
C30 2.310226 -3.518629 2.490653
C31 3.465641 0.188322 2.348156
C32 3.312403 1.176060 3.320909
C33 4.384877 1.959878 3.728796
C34 5.630446 1.790082 3.145537
C35 5.795388 0.826669 2.162257
C36 4.723132 0.032204 1.770070
H15 -1.969447 -0.462076 4.777489
H16 -0.749853 -1.178219 6.810605
H17 1.676267 -1.715843 6.665018
H18 2.842179 -1.516687 4.509033
H19 3.792433 -2.007093 -0.128710
H20 4.735137 -4.227864 -0.409087
H21 4.105145 -6.060267 1.142357
H22 2.520794 -5.589764 2.990104
H23 1.602619 -3.360814 3.292368
H24 2.344793 1.337827 3.782044
H25 4.237907 2.710393 4.496449
H26 6.469030 2.400099 3.458206
H27 6.763381 0.678790 1.699912
H28 4.899312 -0.731299 1.027173
C37 1.022312 -3.315855 -1.897915
O1 0.722070 -2.007634 -1.423472
C38 -0.330576 -1.654172 -0.541451
C39 -0.563941 -2.765053 0.458277
H29 1.447663 -3.934601 -1.104046
H30 1.769190 -3.191261 -2.684626
H31 0.155440 -3.833020 -2.319913
H32 0.380748 -3.085533 0.884408
H33 -1.045238 -3.625522 -0.021864
H34 -1.215799 -2.447540 1.270435
Br1 -5.521699 -0.921926 -0.466042
C40 -3.935930 -1.383683 -1.391044
C41 -4.024485 -1.844966 -2.713390
C42 -2.781358 -2.019467 -3.372029
C43 -1.600036 -1.845809 -2.723514
N1 -1.551948 -1.497881 -1.382208
C44 -2.753287 -1.201234 -0.750631
H35 -4.973017 -1.991576 -3.205915
H36 -2.750615 -2.271553 -4.425048
H37 -0.653854 -1.916372 -3.228878
H38 -2.691695 -0.782601 0.239464
C45 3.017758 -0.051916 -1.403964
N2 3.999900 0.293534 -2.426678
C46 3.394726 0.043449 -3.739170
N3 2.166952 0.813508 -3.930159
C47 1.215129 0.456857 -2.879851
N4 1.761930 0.719654 -1.512135
C48 2.122257 2.161646 -1.447712
N5 3.076431 2.540526 -2.485493
C49 4.284621 1.730386 -2.320870
C50 2.492460 2.236441 -3.794789
H39 3.443663 0.145026 -0.423285
H40 2.745256 -1.096832 -1.500329
H41 3.166210 -1.020682 -3.828597
H42 4.111560 0.315445 -4.515678
H43 0.971543 -0.593624 -2.940012
H44 0.317786 1.046228 -3.003362
H45 2.565391 2.350063 -0.473760
H46 1.212879 2.749138 -1.549319
H47 4.716401 1.935980 -1.339003
H48 5.008223 2.005459 -3.089864
H49 3.204644 2.514265 -4.573559
H50 1.581608 2.823272 -3.921603

Atoms 1-6, force components in eV/Å:
Ru -0.493 0.543 1.759
C -0.018 -0.012 0.012
C 0.004 -0.036 0.018
C -0.019 -0.031 -0.006
C -0.191 0.145 -0.014
C 0.076 -0.013 -0.004

***

[2]
This record from the OMol25 dataset describes a molecular structure, C50H50F4GeN4O2RbSe. The level of theory is ωB97M-V/def2-TZVPD.

* lowest unoccupied orbital energy (spin up / spin down): 3.543 / 2.111 eV
* ⟨S²⟩: 0.77
* 2S+1: 2
* Kohn-Sham gap (spin up / spin down): 5.09 / 3.65 eV
* highest occupied orbital energy (spin up / spin down): -1.544 / -1.543 eV
* ΔE to the lowest compared entry with this formula, charge and spin: 196.38 kJ/mol
* molecular weight: 1052.01 g mol⁻¹
* net charge: -2

Atoms and positions in Å:
Rb1 -0.416303 -0.431436 1.269815
C1 3.345604 2.028948 -0.507916
C2 3.941832 0.626615 -0.467684
N1 2.974788 -0.383442 -0.031342
C3 2.634610 -1.331111 -1.079887
C4 2.044431 -0.658010 -2.312767
C5 3.348973 -1.036452 1.212566
C6 3.462226 -0.082752 2.395950
N2 2.172183 0.502587 2.674273
C7 2.034108 1.374695 3.651809
C8 0.732683 1.930867 3.898783
F1 -0.277735 1.509115 3.093815
C9 0.448981 2.837804 4.878241
F2 -0.823672 3.276880 5.007527
C10 1.418113 3.330082 5.746176
C11 2.690127 2.828668 5.539530
F3 3.695921 3.258962 6.343968
C12 3.001958 1.914136 4.561605
F4 4.306806 1.518848 4.477426
H1 4.098037 2.772236 -0.795150
H2 2.948264 2.285550 0.477642
H3 2.513780 2.084721 -1.212536
H4 4.801259 0.620788 0.207668
H5 4.337991 0.350897 -1.452665
H6 1.905763 -2.038021 -0.667476
H7 3.520269 -1.930738 -1.375334
H8 1.196360 -0.027244 -2.039919
H9 1.696916 -1.413965 -3.022510
H10 2.784915 -0.033742 -2.820787
H11 4.307269 -1.585977 1.106242
H12 2.575783 -1.779613 1.447044
H13 4.230121 0.669087 2.174106
H14 3.860694 -0.667122 3.240476
H15 1.194616 4.047637 6.521052
O1 -3.197455 -4.234205 2.092088
C13 -2.721525 -3.085898 2.226775
O2 -1.534028 -2.730401 2.423757
C14 -3.780478 -1.999079 2.046472
C15 -4.921620 -1.962308 2.897699
C16 -5.916021 -1.077696 2.636396
C17 -5.823026 -0.230075 1.501679
C18 -6.820263 0.704227 1.133984
C19 -6.654652 1.497980 0.031428
C20 -5.485033 1.391012 -0.757506
C21 -4.510633 0.493357 -0.421895
C22 -4.659787 -0.336316 0.713291
N3 -3.640919 -1.200983 1.016763
H16 -4.970474 -2.645555 3.735864
H17 -6.788516 -1.009020 3.277205
H18 -7.710951 0.789935 1.749738
H19 -7.417021 2.220317 -0.237142
H20 -5.345017 2.037021 -1.618083
H21 -3.591933 0.409480 -0.991153
C23 6.289102 -6.910502 0.398914
C24 4.968409 -6.288096 0.766342
C25 3.849285 -6.452095 -0.039775
C26 2.626114 -5.870323 0.274370
C27 1.471017 -6.063119 -0.675605
C28 2.508875 -5.114192 1.465102
Se1 0.865039 -4.288727 1.913581
C29 3.646428 -4.935601 2.291475
C30 3.610564 -4.090369 3.538491
C31 4.848565 -5.523701 1.920327
H22 6.220658 -7.451549 -0.545086
H23 6.618651 -7.611414 1.168752
H24 7.065064 -6.148986 0.297813
H25 3.934655 -7.033097 -0.953082
H26 1.801779 -6.583256 -1.575827
H27 1.036206 -5.103444 -0.956067
H28 0.669277 -6.642001 -0.214234
H29 2.694542 -4.252936 4.102696
H30 3.635644 -3.027317 3.285857
H31 4.471943 -4.306875 4.171850
H32 5.720238 -5.375285 2.551866
C32 -2.286274 -4.059483 -0.842163
C33 -1.655333 -2.766070 -1.114681
N4 -1.141954 -1.759291 -1.328842
H33 -2.084940 -4.744707 -1.665278
H34 -3.359490 -3.928071 -0.717252
H35 -1.905887 -4.468447 0.094533
C34 -2.111948 3.272570 0.172694
Ge1 -0.981303 2.227460 -1.163951
C35 0.202583 3.754988 -1.789585
C36 0.693981 4.732241 -0.914223
C37 1.582631 5.720739 -1.334440
C38 2.012718 5.759605 -2.655549
C39 1.548408 4.794928 -3.545762
C40 0.662787 3.812869 -3.114059
C41 -2.259237 2.221674 -2.795121
C42 -2.477905 0.977573 -3.346807
C43 -3.423806 0.743458 -4.378073
C44 -4.171978 1.769045 -4.876099
C45 -3.978850 3.085697 -4.385119
C46 -4.723498 4.175380 -4.912780
C47 -4.507274 5.451863 -4.478391
C48 -3.517186 5.698621 -3.498377
C49 -2.797263 4.664718 -2.965589
C50 -3.011762 3.314857 -3.364028
H36 -2.370557 4.292743 -0.127687
H37 -1.573647 3.325436 1.126548
H38 -3.042832 2.726243 0.355531
H39 0.379258 4.716969 0.127204
H40 1.944827 6.461425 -0.627845
H41 2.701569 6.529190 -2.987603
H42 1.878282 4.812674 -4.580099
H43 0.311611 3.067643 -3.824975
H44 -1.929209 0.129975 -2.944464
H45 -3.564112 -0.264560 -4.756292
H46 -4.915854 1.597155 -5.648095
H47 -5.467124 3.973227 -5.678497
H48 -5.080360 6.275388 -4.892292
H49 -3.322327 6.714181 -3.173584
H50 -2.027090 4.861711 -2.233754

Atoms 1-6, force components in eV/Å:
Rb 0.221 0.004 -0.267
C -0.029 -0.026 0.041
C -0.067 0.043 0.019
N -0.006 -0.004 -0.046
C 0.019 0.050 0.027
C -0.008 -0.034 0.005